{"formula": "C45H49CsN7S3Sb", "method": "ωB97M-V with the def2-TZVPD basis set", "symbols": ["Cs", "S", "C", "N", "C", "C", "C", "C", "C", "C", "S", "H", "H", "H", "H", "S", "N", "C", "C", "C", "C", "C", "N", "C", "C", "N", "C", "C", "C", "C", "C", "N", "H", "H", "H", "H", "H", "H", "C", "C", "C", "C", "C", "C", "C", "C", "N", "C", "C", "C", "C", "N", "C", "C", "C", "C", "C", "C", "C", "C", "H", "H", "H", "H", "H", "H", "H", "H", "H", "H", "H", "H", "H", "H", "H", "H", "H", "H", "H", "H", "H", "H", "H", "H", "C", "C", "Sb", "C", "C", "C", "C", "H", "H", "H", "H", "H", "H", "H", "H", "H", "H", "H", "H", "H", "H", "H"], "xyz": [[-1.10365, -0.41551, 0.20322], [-3.45400, -2.50061, 0.13344], [-3.40856, -2.08163, -1.51194], [-2.53926, -1.27999, -2.09445], [-2.79188, -1.11618, -3.44763], [-2.05857, -0.30530, -4.31392], [-2.40983, -0.24243, -5.65296], [-3.48747, -0.97849, -6.14590], [-4.23156, -1.78561, -5.29625], [-3.87948, -1.84480, -3.95361], [-4.60465, -2.73840, -2.65150], [-1.21524, 0.25848, -3.92983], [-1.83551, 0.38427, -6.32488], [-3.74736, -0.92191, -7.19558], [-5.07173, -2.35753, -5.67121], [5.69673, 4.39977, -2.42425], [5.66343, 3.10628, -1.45974], [4.40412, 2.71317, -1.40414], [3.90617, 1.56398, -0.66578], [4.74387, 0.71470, 0.05967], [4.19531, -0.36250, 0.71246], [2.81723, -0.55983, 0.61527], [2.00996, 0.23502, -0.06570], [2.53498, 1.29215, -0.70328], [1.60989, 2.16485, -1.47047], [0.30231, 1.87057, -1.43185], [-0.54064, 2.62673, -2.11403], [-0.14440, 3.72282, -2.88272], [1.19096, 4.04176, -2.91776], [2.09411, 3.25637, -2.19698], [3.52033, 3.53444, -2.15963], [4.12679, 4.53379, -2.77385], [5.80674, 0.92134, 0.08735], [4.80581, -1.05239, 1.27913], [2.34898, -1.40591, 1.11260], [-1.59119, 2.35574, -2.04870], [-0.87934, 4.30079, -3.42687], [1.56523, 4.88330, -3.48752], [-4.50973, 2.17620, 2.13174], [-3.61724, 3.18049, 1.45507], [-4.11485, 4.11527, 0.55599], [-3.27284, 5.01571, -0.08183], [-1.91153, 4.98303, 0.17743], [-1.37333, 4.05875, 1.06761], [0.10534, 4.01443, 1.35967], [-2.24107, 3.16878, 1.70656], [-1.70600, 2.15431, 2.52656], [-1.33736, 2.32547, 3.72048], [-1.44381, 3.61437, 4.48864], [-0.72016, 1.12027, 4.40833], [-0.63631, 1.10857, 5.91051], [-0.31439, 0.19492, 3.65626], [0.29426, -0.99843, 4.08587], [1.68747, -1.03568, 4.21725], [2.49206, 0.22532, 4.03884], [2.29309, -2.25233, 4.50685], [1.53793, -3.40576, 4.65839], [0.15916, -3.34661, 4.51843], [-0.48603, -2.15034, 4.22727], [-1.97893, -2.09015, 4.02781], [-5.54100, 2.29076, 1.80102], [-4.48647, 2.28869, 3.21863], [-4.18656, 1.15621, 1.90895], [-5.17898, 4.12913, 0.34876], [-3.67842, 5.73575, -0.78234], [-1.24526, 5.67728, -0.32295], [0.66216, 4.57839, 0.60904], [0.47459, 2.98583, 1.36978], [0.32937, 4.45139, 2.33812], [-1.88770, 4.39018, 3.86872], [-0.45626, 3.94569, 4.81890], [-2.05686, 3.48268, 5.38233], [-1.63858, 1.14305, 6.34646], [-0.09332, 1.98041, 6.28006], [-0.13706, 0.20433, 6.25459], [2.35132, 0.91039, 4.88026], [2.18737, 0.75986, 3.13532], [3.55680, 0.00069, 3.96880], [3.37215, -2.29363, 4.61076], [2.02261, -4.34811, 4.87842], [-0.43353, -4.24727, 4.62960], [-2.44700, -3.01888, 4.34910], [-2.22931, -1.94006, 2.97336], [-2.43177, -1.26758, 4.58444], [-0.06131, -5.60737, -3.35113], [-0.35284, -4.95289, -2.00178], [0.50238, -3.00769, -1.61182], [0.77014, -2.32674, -3.65113], [1.95103, -2.89760, -4.43606], [2.57262, -3.58370, -1.22379], [3.06650, -4.93765, -1.73551], [-0.64233, -6.52649, -3.46679], [0.99060, -5.86903, -3.46187], [-0.33237, -4.94991, -4.17941], [-0.04075, -5.58690, -1.16912], [-1.42656, -4.79336, -1.88114], [0.85830, -1.24065, -3.56709], [-0.17506, -2.51420, -4.16434], [2.90543, -2.65148, -3.96575], [1.97419, -2.48962, -5.45115], [1.89519, -3.98222, -4.52327], [2.67879, -3.54397, -0.13678], [3.18464, -2.76871, -1.62235], [2.42953, -5.75322, -1.38737], [4.08135, -5.14426, -1.38230], [3.08788, -4.97538, -2.82415]], "lowdin_charge": [0.704, 0.304, -1.239, -0.180, -0.349, -0.051, -0.100, -0.107, -0.099, -0.490, 0.983, 0.093, 0.097, 0.096, 0.104, 1.008, -0.216, -0.303, -0.087, 0.010, -0.035, -0.154, 0.077, -0.143, -0.155, 0.067, -0.135, -0.033, 0.008, -0.091, -0.304, -0.216, 0.120, 0.113, 0.107, 0.117, 0.113, 0.120, -0.025, -0.207, -0.044, -0.083, -0.061, -0.219, -0.024, -0.222, 0.144, -0.255, -0.007, -0.258, -0.004, 0.152, -0.219, -0.222, -0.036, -0.056, -0.084, -0.043, -0.203, -0.019, 0.080, 0.081, 0.082, 0.111, 0.101, 0.110, 0.079, 0.072, 0.079, 0.086, 0.091, 0.088, 0.094, 0.084, 0.086, 0.081, 0.069, 0.076, 0.108, 0.101, 0.112, 0.083, 0.046, 0.078, -0.185, -0.432, 1.339, -0.436, -0.184, -0.456, -0.189, 0.068, 0.045, 0.059, 0.042, 0.032, 0.028, 0.039, 0.057, 0.068, 0.043, 0.021, 0.033, 0.058, 0.065, 0.046], "energy_ha": -3582.49793, "homo_lumo_gap_ev": 5.8869}